97
Properties=species:S:1:pos:R:3 method="wB97M-V/def2-TZVPD" charge=-1 homo_ev=-3.9651 lumo_energy_ev=2.1 orbital_gap_ev=6.035 total_energy_ev=-122315.641
Pt -0.6976 -2.5315 0.2567
C -1.7934 4.3284 2.3936
C -0.7015 3.6054 3.1878
C -0.9824 3.8376 4.6803
C 0.6548 4.2203 2.8206
C -0.6564 2.1171 2.8781
C -1.3069 1.5523 1.7967
C -1.2443 0.1931 1.5488
Se -2.3597 -0.4268 0.0624
C -1.3127 -0.1945 -1.5746
C -1.2091 1.0881 -2.0780
C -0.5289 1.3332 -3.2585
C 0.0580 0.2374 -3.8909
C -0.0386 -1.0607 -3.4307
C -0.7846 -1.3272 -2.2437
O -0.9922 -2.5403 -1.8382
C 0.6109 -2.2236 -4.1755
C -0.5062 -3.0736 -4.7957
C 1.4426 -3.0920 -3.2214
C 1.5411 -1.7686 -5.3078
C -0.3631 2.7305 -3.8416
C 1.0736 3.2059 -3.5887
C -1.3228 3.7369 -3.1984
C -0.6335 2.7250 -5.3539
C -0.5488 -0.7014 2.4029
O -0.5933 -1.9883 2.2880
C 0.1721 -0.1031 3.4828
C 0.0932 1.2581 3.6810
C 0.9541 -0.9942 4.4446
C -0.0613 -1.7984 5.2689
C 1.8699 -1.9676 3.6923
C 1.8414 -0.1932 5.4078
H -1.8300 5.3760 2.6903
H -1.5896 4.2903 1.3272
H -2.7663 3.8811 2.5834
H -1.1150 4.9015 4.8750
H -1.8885 3.3155 4.9799
H -0.1641 3.4861 5.3026
H 0.6538 5.2925 3.0150
H 1.4554 3.7603 3.3940
H 0.8613 4.0559 1.7659
H -1.8964 2.1532 1.1206
H -1.6790 1.8805 -1.5166
H 0.6267 0.4170 -4.7880
H -1.1515 -3.4551 -4.0099
H -1.1028 -2.4714 -5.4805
H -0.0802 -3.9116 -5.3458
H 0.8268 -3.4567 -2.4058
H 1.8546 -3.9472 -3.7562
H 2.2587 -2.5192 -2.7914
H 0.9971 -1.2430 -6.0901
H 2.3314 -1.1246 -4.9326
H 2.0085 -2.6440 -5.7561
H 1.2809 3.2112 -2.5210
H 1.7891 2.5446 -4.0706
H 1.2142 4.2148 -3.9766
H -1.0969 3.8733 -2.1439
H -1.2213 4.7050 -3.6882
H -2.3535 3.4045 -3.2988
H 0.1035 2.1336 -5.8898
H -1.6197 2.3150 -5.5619
H -0.5884 3.7416 -5.7432
H 0.6295 1.6883 4.5094
H -0.6541 -2.4192 4.6026
H 0.4540 -2.4382 5.9853
H -0.7276 -1.1298 5.8147
H 1.3082 -2.5286 2.9534
H 2.6561 -1.4265 3.1744
H 2.3234 -2.6689 4.3912
H 1.2537 0.4056 6.1020
H 2.4465 -0.8866 5.9917
H 2.5134 0.4616 4.8558
C -5.0433 -3.9972 0.7207
C -4.3346 -4.3129 -0.4372
C -2.9621 -4.2916 -0.4244
N -2.2296 -3.9418 0.6630
C -2.9323 -3.6814 1.7963
C -4.3021 -3.6769 1.8568
H -6.1214 -4.0239 0.7432
H -4.8543 -4.5995 -1.3398
H -2.3914 -4.5452 -1.3069
H -2.3375 -3.4571 2.6710
H -4.7953 -3.4492 2.7911
C 3.9626 -1.7254 0.3012
Si 2.4665 -0.5789 -0.0951
C 2.5447 0.9361 1.0820
C 2.8877 0.2260 -1.7917
O 1.1153 -1.3612 -0.0761
H 4.9025 -1.1793 0.2846
H 4.0292 -2.5259 -0.4296
H 3.8562 -2.1861 1.2788
H 3.3686 1.5962 0.8274
H 2.6597 0.6510 2.1227
H 1.6229 1.5049 1.0093
H 3.9455 0.1530 -2.0341
H 2.6242 1.2789 -1.7827
H 2.3229 -0.2355 -2.5935


126
Properties=species:S:1:pos:R:3 method="wB97M-V/def2-TZVPD" charge=-1 homo_ev="-1.6552 / -2.6325" lumo_energy_ev="2.1 / 2.1" orbital_gap_ev="3.764 / 4.700" total_energy_ev=-213422.002 multiplicity=3
Ti -0.3778 0.3846 0.0556
C 2.9402 -1.1913 -4.0198
N 1.7092 -0.7275 -3.4512
C 1.5134 -0.5663 -2.0895
N 0.2038 -0.3141 -1.8341
C -0.4290 -0.3302 -3.0575
C 0.4780 -0.5888 -4.0693
C 0.2636 -0.8009 -5.4971
C -0.8128 -1.5877 -5.9362
C -1.0414 -1.7919 -7.2828
C -0.2024 -1.2267 -8.2371
C 0.8732 -0.4580 -7.8171
C 1.1067 -0.2469 -6.4681
C -1.8619 -0.0779 -3.2493
C -2.8163 -0.7224 -2.4630
C -4.1609 -0.6116 -2.7749
C -4.5786 0.1789 -3.8351
C -3.6386 0.8723 -4.5834
C -2.2916 0.7400 -4.2966
P 2.8255 -0.9051 -0.9443
C 2.0036 -2.0024 0.2349
N 0.8151 -1.8398 0.8298
C 0.6452 -2.9604 1.6051
C 1.7102 -3.8342 1.4383
N 2.5578 -3.2098 0.5560
C 3.8939 -3.6133 0.1903
C 1.9473 -5.1621 2.0014
C 1.7765 -5.4080 3.3697
C 1.9351 -6.6779 3.8926
C 2.2897 -7.7405 3.0713
C 2.4998 -7.5048 1.7203
C 2.3324 -6.2367 1.1912
C -0.4990 -3.3789 2.4528
C -1.3120 -4.4130 1.9951
C -2.1638 -5.0789 2.8634
C -2.2038 -4.7207 4.2022
C -1.4388 -3.6547 4.6523
C -0.6025 -2.9771 3.7806
C 2.7072 0.5924 0.1077
N 1.6188 1.2139 0.5617
C 2.0641 2.3503 1.1822
C 3.4434 2.4304 1.0958
N 3.8307 1.3072 0.4048
C 5.1820 0.8629 0.1390
C 4.3522 3.4142 1.6787
C 4.1459 3.8646 2.9901
C 4.9751 4.8137 3.5549
C 6.0376 5.3456 2.8333
C 6.2556 4.9057 1.5363
C 5.4271 3.9548 0.9649
C 1.2689 3.4391 1.7806
C 1.4390 4.7260 1.2674
C 0.9111 5.8244 1.9217
C 0.2240 5.6513 3.1155
C 0.0334 4.3735 3.6175
C 0.5323 3.2679 2.9450
H 3.3105 -2.0445 -3.4375
H 3.7104 -0.4125 -3.9936
H 2.7819 -1.5077 -5.0471
H -1.4625 -2.0377 -5.1983
H -1.8792 -2.4034 -7.5956
H -0.3835 -1.3797 -9.2932
H 1.5287 -0.0065 -8.5526
H 1.9260 0.3901 -6.1586
H -2.4897 -1.3343 -1.6307
H -4.8959 -1.1436 -2.1876
H -5.6330 0.2736 -4.0643
H -3.9585 1.5133 -5.3965
H -1.5584 1.2787 -4.8821
H 4.1856 -4.4809 0.7768
H 4.5958 -2.8013 0.3822
H 3.9536 -3.8617 -0.8729
H 1.5247 -4.5893 4.0246
H 1.7867 -6.8396 4.9533
H 2.4059 -8.7379 3.4750
H 2.7818 -8.3243 1.0701
H 2.4604 -6.0784 0.1268
H -1.2432 -4.7175 0.9577
H -2.7759 -5.8944 2.4983
H -2.8449 -5.2550 4.8924
H -1.4918 -3.3581 5.6926
H 0.0155 -2.1621 4.1392
H 5.8796 1.4792 0.7001
H 5.4190 0.9280 -0.9244
H 5.3033 -0.1751 0.4425
H 3.3237 3.4578 3.5625
H 4.7957 5.1421 4.5713
H 6.6870 6.0919 3.2715
H 7.0721 5.3209 0.9576
H 5.5823 3.6580 -0.0654
H 1.9995 4.8576 0.3506
H 1.0558 6.8167 1.5122
H -0.1698 6.5091 3.6464
H -0.5076 4.2415 4.5462
H 0.3793 2.2693 3.3355
C -5.1874 1.0195 1.9488
Ge -3.9002 -0.4835 1.7099
C -4.1875 -1.3566 3.4865
C -4.8720 -1.6915 0.4578
C -1.9811 -0.3882 1.2853
H -6.1768 0.5581 2.0107
H -5.1937 1.7410 1.1354
H -4.9976 1.5428 2.8863
H -5.1888 -1.1275 3.8630
H -3.4636 -1.0073 4.2255
H -4.0980 -2.4379 3.4095
H -5.6702 -2.2007 1.0038
H -4.2211 -2.4513 0.0195
H -5.3440 -1.1307 -0.3495
H -1.8122 -1.4546 1.0615
H -1.4969 -0.2335 2.2693
C -2.3682 5.1100 -0.4995
Ge -2.4835 3.1549 -0.0766
C -2.8828 3.1502 1.8715
C -4.1671 2.5186 -0.9393
C -0.9880 2.0843 -0.5784
H -3.2491 5.6349 -0.1186
H -2.2965 5.2950 -1.5739
H -1.4840 5.5393 -0.0226
H -3.9466 3.3105 2.0539
H -2.3429 3.9513 2.3678
H -2.5828 2.1985 2.3135
H -5.0465 3.0738 -0.5979
H -4.2895 1.4649 -0.6878
H -4.1002 2.5969 -2.0256
H -0.4476 2.5016 -1.4453


16
Properties=species:S:1:pos:R:3 method="wB97M-V/def2-TZVPD" charge=+1 relative_energy_kcal_mol=52.8 smiles=CCc1c[nH]c[nH+]1 homo_ev=-14.4624 lumo_energy_ev=-3.7 orbital_gap_ev=10.735 total_energy_ev=-8303.442
C 1.9473 -0.9656 -1.5488
C 0.4868 -1.3035 -1.1131
C -0.0079 -0.1603 -0.1457
C 0.6605 0.5346 0.7947
N -0.3979 1.2452 1.3911
C -1.5889 0.9644 0.9257
N -1.3793 -0.0850 0.0409
H 2.3535 -0.2527 -0.7998
H 2.6141 -1.8468 -1.6332
H 1.8838 -0.3432 -2.4629
H -0.2389 -1.2948 -1.9702
H 0.3849 -2.3716 -0.7826
H 1.6778 1.0013 0.9889
H -0.3325 1.8638 2.3268
H -2.6865 1.0090 1.3438
H -2.2026 -0.3033 -0.5106